A cluster of 12 separate species, H24O12 in total at a distorted geometry. Source: the Open Molecules 2025 dataset; level of theory: ωB97M-V/def2-TZVPD.

Atoms and positions in Å:
O (-0.46216, -0.67410, -0.54504)
H (-0.91487, -1.52658, -0.55119)
H (-0.82978, -0.28271, 0.18615)
O (-2.48721, 1.53770, 1.00916)
H (-2.52353, 1.83589, 0.08807)
H (-1.66966, 2.01778, 1.44167)
O (4.03837, -1.40698, -1.11420)
H (4.87022, -1.62750, -1.51109)
H (3.70286, -2.21961, -0.71726)
O (2.14772, 0.36302, -2.63777)
H (2.47920, -0.47857, -2.46967)
H (2.96813, 0.82809, -2.37172)
O (-3.69370, -3.16174, -2.12127)
H (-4.58669, -2.77818, -1.89170)
H (-4.00107, -3.93529, -2.62499)
O (2.25742, 1.52910, 1.50194)
H (2.75559, 2.13230, 0.94817)
H (2.83833, 0.87957, 1.83640)
O (-2.67318, 4.13104, -1.36401)
H (-2.74364, 3.11524, -1.40130)
H (-1.83417, 4.44602, -1.06671)
O (-0.34441, 3.47688, -0.85562)
H (0.31177, 3.63230, -1.55964)
H (-0.40074, 4.14375, -0.25136)
O (-1.97494, -3.71843, -0.56861)
H (-1.12101, -3.90638, -1.06763)
H (-1.89502, -4.32073, 0.14617)
O (-3.78897, -0.23733, 2.93737)
H (-4.39262, 0.51691, 3.08893)
H (-3.06955, 0.20589, 2.55219)
O (1.75846, -1.42600, 3.40084)
H (1.28515, -1.85314, 2.70623)
H (1.18333, -1.46219, 4.22178)
O (4.05273, -0.22440, 0.43334)
H (3.75967, 0.54362, -0.20879)
H (4.99798, -0.09525, 0.40118)

Output
- spin multiplicity = 1
- structure (SMILES) = O.O.O.O.O.O.O.O.O.O.O.O
- LUMO level (eV) = 0.0
- Kohn-Sham gap (Eh) = 0.3351

Löwdin atomic charge list, values in e, 8 entries:
1 O -0.017
2 H 0.012
3 H -0.043
4 O -0.086
5 H 0.017
6 H 0.120
7 O -0.079
8 H 0.050

A structure of composition C7H12O3 at a distorted geometry. Source: the Open Molecules 2025 dataset; level of theory: ωB97M-V/def2-TZVPD.

Atoms and positions in Å:
C (-2.41550, -0.61406, 1.51017)
C (-0.82173, -0.68556, -0.26476)
C (0.22855, -1.41370, -0.86962)
O (-1.24949, -1.20434, 0.94264)
O (-1.81708, -0.16154, -1.04229)
H (-1.44981, 0.67266, -1.41381)
H (-2.53157, -1.07326, 2.48962)
H (-3.29572, -0.82851, 0.90219)
H (-2.31395, 0.46814, 1.61666)
H (0.69124, -2.21598, -0.31704)
H (0.25492, -1.45012, -1.94502)
C (0.58895, 1.19457, 1.30765)
C (0.51243, 0.84038, -0.17553)
C (1.77262, 0.03861, -0.60261)
C (2.38352, 0.36578, -1.76698)
O (0.04568, 1.65614, -1.01383)
H (2.36141, -0.42939, 0.17967)
H (0.62361, 0.29787, 1.92347)
H (1.49651, 1.77517, 1.47827)
H (-0.28029, 1.78930, 1.57754)
H (3.35903, -0.01236, -2.03871)
H (1.85667, 0.99021, -2.47769)

Output
- spin multiplicity = 1
- LUMO level (spin up / spin down) (eV) = -0.5 / -0.5
- Kohn-Sham gap (spin up / spin down) (Eh) = 0.2654 / 0.2655

Löwdin atomic charge list, values in e, 8 entries:
1 C -0.059
2 C -0.475
3 C 0.141
4 O -0.087
5 O 0.056
6 H 0.106
7 H 0.093
8 H 0.092

An isolated molecule of C3H6O5. Source: the Open Molecules 2025 dataset; level of theory: ωB97M-V/def2-TZVPD.

Atoms and positions in Å:
O (-2.30855, 0.09281, -1.56330)
C (-1.37877, -0.60980, -1.33777)
O (-0.81208, -1.42061, -2.22156)
O (-0.76308, -0.72137, -0.13536)
C (-0.66332, 0.45591, 0.65309)
C (0.84516, 0.71252, 0.83994)
O (1.44617, 0.51610, -0.41134)
O (1.39061, -0.13108, 1.80183)
H (-0.02563, -1.84460, -1.84569)
H (-1.15032, 1.28503, 0.13640)
H (-1.13472, 0.29099, 1.62422)
H (1.01069, 1.73392, 1.21139)
H (2.39186, 0.68150, -0.33553)
H (1.15198, -1.04133, 1.58368)

Output
- spin multiplicity = 1
- structure (SMILES) = O=C(O)OCC(O)O
- LUMO level (eV) = 0.4
- Kohn-Sham gap (Eh) = 0.4213

Löwdin atomic charge list, values in e, 8 entries:
1 O 0.159
2 C -0.624
3 O 0.164
4 O 0.003
5 C -0.081
6 C -0.439
7 O 0.019
8 O 0.017

A cluster of 3 separate species, C4H15NO2 in total at a distorted geometry. Source: the Open Molecules 2025 dataset; level of theory: ωB97M-V/def2-TZVPD.

Atoms and positions in Å:
C (-0.29663, 0.19252, -1.99853)
C (0.48794, -0.86279, -1.24192)
C (1.02205, -0.61858, 0.18874)
N (-0.07672, -0.48960, 1.13747)
C (0.34080, -0.13978, 2.54707)
H (0.26285, 1.11167, -2.41734)
H (-1.00394, -0.18228, -2.79543)
H (-1.01470, 0.55408, -1.24842)
H (-0.26028, -1.63414, -1.18905)
H (1.23537, -1.37771, -1.82338)
H (1.48672, -1.59115, 0.32776)
H (1.73570, 0.21002, 0.30941)
H (-0.57067, 0.21482, 0.71286)
H (0.30889, -1.02314, 3.20182)
H (1.32190, 0.26447, 2.60387)
H (-0.54305, 0.45518, 2.99892)
H (-2.54399, -0.82540, -1.19686)
H (-2.16629, -1.38230, 0.01293)
O (-2.70218, -1.64421, -0.68279)
H (1.83286, 2.30834, 0.40642)
H (0.71510, 2.86618, -0.39064)
O (1.50414, 3.14799, 0.12688)

Output
- spin multiplicity = 2
- total charge = -1
- LUMO level (spin up / spin down) (eV) = 3.8 / 3.6
- <S²> = 0.751
- Kohn-Sham gap (spin up / spin down) (Eh) = 0.1090 / 0.3548

Löwdin atomic charge list, values in e, 8 entries:
1 C -0.321
2 C -0.300
3 C -0.297
4 N -0.120
5 C -0.174
6 H 0.048
7 H 0.047
8 H -0.015

Copy entry 2 word for word.
A structure of composition C7H12O3 at a distorted geometry. Source: the Open Molecules 2025 dataset; level of theory: ωB97M-V/def2-TZVPD.

Atoms and positions in Å:
C (-2.41550, -0.61406, 1.51017)
C (-0.82173, -0.68556, -0.26476)
C (0.22855, -1.41370, -0.86962)
O (-1.24949, -1.20434, 0.94264)
O (-1.81708, -0.16154, -1.04229)
H (-1.44981, 0.67266, -1.41381)
H (-2.53157, -1.07326, 2.48962)
H (-3.29572, -0.82851, 0.90219)
H (-2.31395, 0.46814, 1.61666)
H (0.69124, -2.21598, -0.31704)
H (0.25492, -1.45012, -1.94502)
C (0.58895, 1.19457, 1.30765)
C (0.51243, 0.84038, -0.17553)
C (1.77262, 0.03861, -0.60261)
C (2.38352, 0.36578, -1.76698)
O (0.04568, 1.65614, -1.01383)
H (2.36141, -0.42939, 0.17967)
H (0.62361, 0.29787, 1.92347)
H (1.49651, 1.77517, 1.47827)
H (-0.28029, 1.78930, 1.57754)
H (3.35903, -0.01236, -2.03871)
H (1.85667, 0.99021, -2.47769)

Output
- spin multiplicity = 1
- LUMO level (spin up / spin down) (eV) = -0.5 / -0.5
- Kohn-Sham gap (spin up / spin down) (Eh) = 0.2654 / 0.2655

Löwdin atomic charge list, values in e, 8 entries:
1 C -0.059
2 C -0.475
3 C 0.141
4 O -0.087
5 O 0.056
6 H 0.106
7 H 0.093
8 H 0.092